A molecular structure, C22H43CeN2P3S in a non-equilibrium geometry, computed with ωB97M-V/def2-TZVPD.

```
72
Properties=species:S:1:pos:R:3:forces:R:3
Ce -0.9858 -0.2610 0.0983 2.5224 0.5668 -0.0024
P 1.7521 0.8902 1.2742 0.9796 0.5377 1.3369
P -2.1968 2.3918 0.5644 -1.6152 0.9780 0.0317
P 0.7370 1.8348 -1.9050 0.0821 0.5928 -0.8107
H 1.2124 -4.6741 0.6429 0.5321 0.1296 -0.1902
C 2.0780 -4.2313 0.1281 0.5173 0.3222 0.3590
C 2.9039 -3.3613 0.7416 -0.5568 -0.2279 -0.4427
H 2.7608 -3.0743 1.7955 0.0134 -0.1373 -0.5909
C 2.2109 0.1096 2.8802 -0.2529 -0.4632 0.1021
C 1.7748 2.6392 1.8652 -0.5740 0.1256 -0.2846
C 3.4274 0.8498 0.5223 -0.0486 -0.3776 -0.7006
C -3.8784 2.2423 -0.1891 0.3577 -0.4972 -0.0858
C -2.6706 2.8224 2.2745 0.4062 -0.3891 0.4256
C -1.7664 4.0750 -0.0163 0.7723 -0.0140 -0.2445
C 2.0933 1.1439 -2.9344 0.1205 -0.4412 0.1852
C 1.4425 3.5461 -1.7378 -0.1862 0.0365 0.3214
C -0.4763 2.1706 -3.2525 -0.2221 0.0577 0.1257
H 2.2914 -4.6220 -0.8801 -0.1581 0.3871 0.5076
H 3.7578 -2.9043 0.2149 -0.3903 -0.4533 0.3573
H 2.1031 -0.9761 2.7989 0.0928 0.0682 0.0997
H 1.5465 0.4476 3.6833 0.1138 -0.0298 -0.1609
H 3.2516 0.3390 3.1567 -0.4182 0.0303 -0.1587
H 0.9209 2.7946 2.5358 0.1753 0.0678 -0.0258
H 1.6613 3.3214 1.0152 0.0701 -0.0433 0.2066
H 2.7052 2.8815 2.4062 -0.3398 -0.2701 -0.2562
H 3.5989 -0.1479 0.1026 0.1288 0.1735 0.0088
H 4.2027 1.0532 1.2764 -0.4376 -0.0148 -0.1568
H 3.5294 1.5844 -0.2834 -0.0590 -0.1483 0.1331
H -4.4264 3.1916 -0.0691 0.1897 -0.4547 -0.1007
H -4.3928 1.4124 0.3130 -0.0874 0.3380 -0.1252
H -3.7798 1.9788 -1.2523 -0.1949 0.2305 0.1803
H -3.5093 3.5291 2.2988 0.2171 -0.1702 -0.1492
H -1.8076 3.2765 2.7740 -0.1522 0.0043 0.0055
H -2.9391 1.9193 2.8288 -0.1705 0.1577 0.0009
H -2.6113 4.7722 0.1276 0.3200 -0.4525 0.0168
H -1.4859 4.0577 -1.0798 -0.1648 0.1318 0.3705
H -0.9009 4.4273 0.5675 -0.2775 0.0330 -0.2572
H 2.0762 1.6293 -3.9192 0.0798 -0.0477 0.3095
H 1.9627 0.0649 -3.0713 0.1598 0.2587 -0.0039
H 3.0587 1.3321 -2.4503 -0.1853 -0.1047 -0.1928
H 1.6429 3.9592 -2.7389 -0.0931 -0.2115 0.2920
H 2.3876 3.5398 -1.1773 -0.2559 -0.0718 -0.1596
H 0.7434 4.2135 -1.2169 0.2349 -0.1473 -0.1769
H 0.0752 2.5217 -4.1402 -0.3585 -0.0346 0.3221
H -1.1732 2.9491 -2.9121 0.1166 -0.1763 -0.2847
H -1.0545 1.2728 -3.5125 0.2088 0.2581 0.0429
C -0.5382 -2.2958 -3.5257 -0.7726 -1.5110 -1.1881
C -1.6921 -2.1457 -4.3311 1.1591 0.9570 2.0900
C -1.8443 -2.8683 -5.5155 0.3077 -1.4891 -2.0066
C -0.8826 -3.8076 -5.9057 -0.1234 -0.0570 0.1109
C 0.1473 -4.1204 -5.0070 -0.7508 -0.9582 -2.1903
C 0.3012 -3.3962 -3.8222 -0.3039 1.9058 1.7494
S -0.2158 -1.2842 -2.1916 0.0289 0.3898 1.0732
H -2.6114 -0.0522 0.8997 -0.8267 0.3218 0.1992
H -2.4498 -1.4368 -4.0128 0.0123 -0.0602 -0.1435
H -2.7153 -2.6817 -6.1500 0.3005 -0.0528 0.1781
H -0.9536 -4.3135 -6.8722 -0.0484 0.1088 0.4600
H 0.8284 -4.9460 -5.2373 -0.1588 0.3622 0.0794
H 1.0745 -3.6448 -3.1009 0.0049 -0.0684 -0.1788
N -1.0006 -2.5951 6.1819 0.0214 0.2998 -0.8297
C -0.9899 -2.2063 4.8856 -0.0542 -0.3454 1.0786
C -0.8117 -3.1514 3.8400 0.2946 0.1812 -1.1768
C -0.6669 -2.6963 2.5370 -0.2541 0.3344 0.8798
N -0.7538 -1.3709 2.2198 -0.3257 -0.0399 -0.3458
C -1.0567 -0.4796 3.2022 -0.0294 -0.7919 0.6477
C -1.1802 -0.8431 4.5356 0.0469 0.6140 -1.0716
H -0.8446 -3.5609 6.4403 -0.0662 0.2196 -0.0569
H -1.0803 -1.9185 6.9323 -0.0336 -0.2223 -0.2283
H -0.7602 -4.2255 4.0237 0.0246 0.3694 0.1195
H -0.4994 -3.3653 1.6907 0.0176 0.0420 0.3934
H -1.2284 0.5516 2.8592 0.1824 -0.2391 0.3434
H -1.4288 -0.0780 5.2753 0.1349 -0.3781 -0.1664
```
Forces are in eV/Å.

Values from the calculation:
E_tot in eV: -78094.063
Net charge: +3
Lowest unoccupied orbital energy (alpha / beta) in eV: -10.123 / -12.485
Energy above the lowest of the compared OMol25 structures with the same formula, charge and spin in eV: 2.774
Spin multiplicity: 2